(1)
C2H4N2O | ωB97M-V with the def2-TZVPD basis set

Values from the calculation:
LUMO level, eV: 0.6357
ΔE to the lowest compared entry with this formula, charge and spin, kJ/mol: 299.1
E_tot, eV: -7163.37989
SMILES: CONC#N
Kohn-Sham gap, eV: 10.9

Each atom is followed by the atoms it is bonded to, with distances in Å.
Geometry (Å):
1 C -1.86129 -0.18217 0.42541  N3 1.168, N4 1.346
2 C 1.36171 0.34071 0.03690  O5 1.436, H6 1.093, H7 1.093, H8 1.096
3 N -2.93161 0.11070 0.79010  C1 1.168
4 N -0.76947 -0.67562 -0.18898  C1 1.346, O5 1.419, H9 1.054
5 O 0.09023 0.36327 -0.62972  C2 1.436, N4 1.419
6 H 1.20498 0.70588 1.05532  C2 1.093
7 H 1.92906 1.12751 -0.46757  C2 1.093
8 H 2.06602 -0.49514 -0.04240  C2 1.096
9 H -1.08964 -1.29513 -0.97906  N4 1.054

(2)
C2H4N2O | ωB97M-V with the def2-TZVPD basis set

Values from the calculation:
LUMO level, eV: 0.8822
ΔE to the lowest compared entry with this formula, charge and spin, kJ/mol: 18.0
E_tot, eV: -7166.29300
SMILES: [H]/N=C/NC=O
Kohn-Sham gap, eV: 11.2

Each atom is followed by the atoms it is bonded to, with distances in Å.
Geometry (Å):
1 N -0.80136 0.96894 1.45198  C2 1.265, H6 1.018
2 C -0.76304 0.25762 0.40709  N1 1.265, N3 1.400, H7 1.096
3 N 0.33112 -0.58033 0.15897  C2 1.400, C4 1.378, H8 1.014
4 C 1.00220 -0.53374 -1.04374  N3 1.378, O5 1.208, H9 1.106
5 O 2.12434 -0.94966 -1.20621  C4 1.208
6 H -1.66880 1.50013 1.47927  N1 1.018
7 H -1.54378 0.19693 -0.35991  C2 1.096
8 H 0.91490 -0.79962 0.95798  N3 1.014
9 H 0.40442 -0.06025 -1.84542  C4 1.106